[1]
# C4H5NO2

C4H5NO2 as an isolated structure at a distorted geometry (wB97M-V/def2-TZVPD, the OMol25 dataset).

Atoms and positions in Å:
N 0.384 1.308 0.899
C 0.155 0.222 0.056
C -1.353 -0.030 -0.611
C -0.646 -1.014 0.192
O 0.272 -1.810 -0.570
C 1.107 -0.714 -0.677
O 2.226 -0.701 -1.094
H 0.817 2.094 0.424
H 0.950 1.028 1.685
H -2.121 0.509 -0.065
H -0.806 0.475 -1.393
H -0.986 -1.367 1.154

- lowest unoccupied orbital energy (eV) = 0.8
- ΔE to the lowest compared entry with this formula, charge and spin (eV) = 3.515
- calculated total energy (eV) = -9810.800
- HOMO-LUMO gap (eV) = 10.25

[2]
# C3H6FN

The molecule C3H6FN at a distorted geometry (wB97M-V/def2-TZVPD, the OMol25 dataset).

Atoms and positions in Å:
C -0.733 -0.181 -1.214
C 0.427 -0.328 -0.721
F 1.367 -0.636 -1.588
C 0.838 -0.129 0.704
N -0.318 0.571 1.315
H -0.977 -0.301 -2.390
H -1.570 0.414 -0.839
H 1.424 0.533 0.899
H 1.040 -0.919 1.480
H -0.871 -0.247 1.613
H -0.626 1.224 0.739

- lowest unoccupied orbital energy (eV) = 1.0
- ΔE to the lowest compared entry with this formula, charge and spin (eV) = 2.422
- calculated total energy (eV) = -7412.440
- HOMO-LUMO gap (eV) = 10.56

[3]
# C23H22FeO6S2

C23H22FeO6S2 as an isolated structure at a distorted geometry (wB97M-V/def2-TZVPD, the OMol25 dataset).

Atoms and positions in Å:
C -0.749 1.703 1.859
C -1.316 0.414 2.369
C -1.170 -0.752 1.701
Fe -3.285 -0.226 1.616
C -3.087 -0.802 -0.158
O -2.945 -1.157 -1.231
C -3.593 1.557 1.146
O -3.795 2.646 0.883
C -4.108 -2.049 2.350
C -5.133 -1.288 1.667
C -5.292 -0.031 2.359
C -4.360 -0.004 3.461
C -3.635 -1.254 3.463
H 0.287 1.830 2.172
H -0.769 1.734 0.770
H -1.305 2.571 2.215
H -1.687 0.412 3.396
H -0.704 -0.770 0.720
H -1.430 -1.723 2.121
H -3.786 -3.064 2.106
H -5.690 -1.593 0.781
H -5.975 0.773 2.073
H -4.239 0.812 4.177
H -2.897 -1.556 4.210
C 2.060 -4.088 1.012
C 2.901 -3.230 1.689
C 3.314 -2.058 1.091
C 2.891 -1.748 -0.180
S 3.467 -0.237 -0.962
C 2.180 0.857 -0.392
S 2.086 2.590 -0.815
C 2.098 2.500 -2.605
C 3.274 2.663 -3.299
C 3.279 2.559 -4.675
C 2.104 2.295 -5.349
C 0.924 2.150 -4.649
C 0.923 2.255 -3.274
O 0.689 2.946 -0.375
O 3.304 3.360 -0.380
O 4.773 0.140 -0.312
O 3.273 -0.368 -2.451
C 2.040 -2.593 -0.851
C 1.624 -3.768 -0.256
H 1.755 -5.015 1.469
H 3.243 -3.479 2.680
H 3.984 -1.385 1.601
H 1.282 0.415 -0.030
H 4.184 2.863 -2.756
H 4.201 2.673 -5.220
H 2.108 2.201 -6.422
H 0.005 1.948 -5.173
H 0.009 2.149 -2.711
H 1.717 -2.337 -1.847
H 0.967 -4.437 -0.787

- lowest unoccupied orbital energy (spin up / spin down) (eV) = 0.0 / -2.4
- expectation value of S² = 6.16
- calculated total energy (eV) = -92543.352
- HOMO-LUMO gap (spin up / spin down) (eV) = 6.64 / 5.46
- multiplicity = 5

[4]
# C12H16N2

The molecule C12H16N2 at a distorted geometry (wB97M-V/def2-TZVPD, the OMol25 dataset).

Atoms and positions in Å:
C -1.540 2.201 -1.173
C -1.165 0.769 -0.966
C -2.396 -0.229 -1.191
N -2.331 -1.268 -0.475
N -1.335 -1.314 0.352
C -1.233 -2.397 1.385
C -0.615 0.185 0.349
C -1.219 0.923 1.583
C 0.933 -0.032 0.146
C 1.398 -0.942 -0.803
C 2.713 -1.018 -1.193
C 3.619 -0.256 -0.501
C 3.185 0.597 0.423
C 1.825 0.741 0.779
H -2.453 2.603 -0.665
H -1.365 2.346 -2.332
H -0.729 2.668 -0.805
H -0.471 0.608 -1.765
H -3.054 -0.220 -2.027
H -0.354 -2.901 1.132
H -1.211 -2.114 2.366
H -2.040 -3.085 1.206
H -2.046 0.289 1.919
H -1.629 1.886 1.336
H -0.560 0.934 2.447
H 0.853 -1.635 -1.386
H 3.140 -1.679 -1.909
H 4.694 -0.478 -0.582
H 3.900 1.211 0.980
H 1.483 1.606 1.369

- lowest unoccupied orbital energy (eV) = 0.8
- ΔE to the lowest compared entry with this formula, charge and spin (eV) = 3.667
- calculated total energy (eV) = -15680.431
- HOMO-LUMO gap (eV) = 8.41

[5]
# CH2N2O3

CH2N2O3 as an isolated structure at a distorted geometry (wB97M-V/def2-TZVPD, the OMol25 dataset).

Atoms and positions in Å:
C 0.280 -0.612 0.065
N 1.149 0.917 -0.595
N -0.963 0.047 0.059
O -1.366 0.511 -0.989
O 1.869 1.391 0.137
O -1.558 0.166 1.086
H 0.209 -1.318 -0.775
H 0.380 -1.102 1.012

- lowest unoccupied orbital energy (eV) = -1.0
- ΔE to the lowest compared entry with this formula, charge and spin (eV) = 4.588
- calculated total energy (eV) = -10185.508
- HOMO-LUMO gap (eV) = 9.02

[6]
# C4H9NOS

The molecule C4H9NOS at a distorted geometry (wB97M-V/def2-TZVPD, the OMol25 dataset).

Atoms and positions in Å:
C 2.301 -0.164 0.384
N 1.289 0.253 1.331
C -0.030 0.456 1.028
O -0.847 0.528 1.928
C -0.442 0.342 -0.426
C -1.963 0.225 -0.515
S -2.496 -0.367 -2.193
H 2.651 0.655 -0.245
H 3.149 -0.556 0.940
H 1.940 -0.950 -0.281
H 1.393 0.078 2.317
H -0.007 -0.592 -0.786
H -0.034 1.112 -1.067
H -2.315 -0.575 0.117
H -2.370 1.226 -0.494
H -2.220 -1.671 -2.038

- lowest unoccupied orbital energy (eV) = 0.7
- ΔE to the lowest compared entry with this formula, charge and spin (eV) = 0.716
- calculated total energy (eV) = -18666.810
- HOMO-LUMO gap (eV) = 9.75

[7]
# C6H11N

The molecule C6H11N (wB97M-V/def2-TZVPD, the OMol25 dataset).

Atoms and positions in Å:
C 1.999 0.145 0.038
C 0.825 -0.706 -0.274
C -0.544 -0.032 0.116
C -1.647 -1.072 0.306
C -0.964 1.008 -0.935
C -0.251 0.744 1.381
N 0.896 1.077 1.623
H 2.892 -0.373 0.393
H 1.909 1.072 1.683
H 2.235 0.937 -0.675
H 0.896 -1.667 0.250
H 0.748 -0.921 -1.349
H -1.403 -1.764 1.119
H -2.602 -0.591 0.542
H -1.775 -1.655 -0.613
H -1.857 1.551 -0.612
H -0.166 1.739 -1.111
H -1.191 0.508 -1.884

- lowest unoccupied orbital energy (spin up / spin down) (eV) = 0.9 / 0.9
- ΔE to the lowest compared entry with this formula, charge and spin (eV) = 4.217
- calculated total energy (eV) = -7886.315
- HOMO-LUMO gap (spin up / spin down) (eV) = 8.19 / 8.19

[8]
# C17H25N3O6S

The molecule C17H25N3O6S at a distorted geometry (wB97M-V/def2-TZVPD, the OMol25 dataset).

Atoms and positions in Å:
C 7.660 0.061 0.525
C 6.513 0.828 -0.104
O 5.286 0.277 0.380
C 4.162 0.835 -0.111
O 4.143 1.737 -0.907
N 3.084 0.205 0.441
C 1.731 0.461 0.226
C 1.265 1.446 -0.641
C -0.089 1.670 -0.770
C -1.051 0.925 -0.069
N -2.411 1.160 -0.194
C -3.181 1.497 0.994
C -3.250 3.018 1.174
O -3.819 3.647 0.046
C -3.058 3.383 -1.108
C -2.932 1.870 -1.348
C -0.564 -0.124 0.727
S -1.529 -1.508 1.378
O -2.854 -1.142 1.777
O -0.701 -2.181 2.337
N -1.703 -2.550 0.100
C -0.599 -3.385 -0.305
C 0.084 -2.828 -1.559
O -0.856 -2.627 -2.592
C -1.857 -1.712 -2.203
C -2.614 -2.208 -0.966
C 0.793 -0.329 0.882
H 7.620 0.147 1.607
H 7.599 -0.991 0.258
H 8.604 0.464 0.171
H 6.551 1.891 0.160
H 6.530 0.749 -1.196
H 3.301 -0.530 1.100
H 1.970 2.045 -1.194
H -0.407 2.459 -1.432
H -2.735 1.038 1.872
H -4.191 1.097 0.871
H -3.890 3.273 2.019
H -2.237 3.415 1.350
H -3.584 3.858 -1.938
H -2.062 3.840 -1.003
H -2.318 1.667 -2.225
H -3.938 1.472 -1.529
H 0.089 -3.447 0.536
H -0.991 -4.385 -0.525
H 0.813 -3.540 -1.949
H 0.588 -1.877 -1.325
H -2.531 -1.623 -3.056
H -1.398 -0.735 -1.994
H -3.290 -1.444 -0.582
H -3.188 -3.105 -1.228
H 1.102 -1.137 1.526

- lowest unoccupied orbital energy (eV) = 0.5
- ΔE to the lowest compared entry with this formula, charge and spin (eV) = 1.057
- calculated total energy (eV) = -45624.613
- HOMO-LUMO gap (eV) = 8.43

[9]
# C23H58N6O9S

A 7-piece molecular cluster, C23H58N6O9S overall at a distorted geometry (wB97M-V/def2-TZVPD, the OMol25 dataset).

Atoms and positions in Å:
S -0.007 1.071 0.082
O 0.017 -0.019 1.051
O -1.018 2.014 0.432
O 1.258 1.778 0.069
O -0.242 0.640 -1.319
C -2.646 -1.630 3.847
C -2.786 -0.574 2.777
O -3.622 -0.585 1.938
N -1.831 0.594 2.817
H -0.875 0.369 2.579
H -1.969 1.140 1.978
C -1.942 1.509 4.036
H -3.451 -1.485 4.567
H -1.679 -1.743 4.338
H -2.618 -2.525 3.225
H -2.239 0.903 4.891
H -2.545 2.391 3.816
H -0.948 1.904 4.244
C 3.304 0.944 -2.017
C 2.665 1.769 -3.135
O 3.311 2.384 -3.952
N 1.136 1.854 -3.055
H 0.915 1.279 -2.254
H 0.896 2.785 -2.745
C 0.407 1.515 -4.364
H 3.405 1.645 -1.189
H 4.274 0.640 -2.410
H 2.847 0.020 -1.662
H -0.557 1.258 -3.925
H 0.717 0.650 -4.951
H 0.458 2.474 -4.878
C 3.004 3.782 1.660
C 2.154 4.826 0.992
O 2.552 5.980 0.737
N 0.788 4.349 0.463
H 0.661 4.355 -0.539
H 0.922 3.358 0.604
C -0.384 4.724 1.390
H 2.448 3.505 2.556
H 3.931 4.295 1.914
H 3.203 2.929 1.011
H -1.325 4.662 0.844
H -0.024 5.582 1.958
H -0.394 3.960 2.167
C 3.804 0.641 2.714
C 3.281 -0.679 2.166
O 3.829 -1.191 1.148
N 1.889 -1.142 2.690
H 1.530 -0.510 3.391
H 1.246 -1.029 1.920
C 2.129 -2.604 3.185
H 4.590 0.384 3.424
H 3.034 1.245 3.193
H 4.417 1.165 1.980
H 2.246 -3.299 2.354
H 1.189 -2.873 3.668
H 2.978 -2.681 3.864
C -3.821 5.056 -1.654
C -3.359 3.840 -0.765
O -3.831 3.837 0.378
N -2.610 2.711 -1.441
H -2.086 3.144 -2.189
H -1.786 2.367 -0.970
C -3.474 1.621 -2.070
H -4.228 4.500 -2.498
H -2.997 5.763 -1.748
H -4.688 5.629 -1.327
H -2.713 0.983 -2.520
H -4.104 2.062 -2.842
H -4.066 1.038 -1.364
C -2.835 -3.910 1.115
C -1.817 -3.433 0.060
C -1.110 -4.649 -0.626
N -0.095 -4.112 -1.708
C -0.582 -3.111 -2.764
C 0.404 -5.359 -2.524
C 2.020 -5.186 -2.791
C 2.393 -3.912 -2.033
C 1.203 -3.713 -1.049
H -2.480 -4.306 2.066
H -3.391 -4.659 0.550
H -3.551 -3.118 1.335
H -1.145 -2.736 0.561
H -2.321 -2.931 -0.766
H -1.900 -5.164 -1.172
H -0.638 -5.410 -0.004
H -0.731 -2.177 -2.222
H -1.544 -3.368 -3.207
H 0.214 -2.908 -3.481
H -0.041 -5.381 -3.518
H 0.302 -6.273 -1.937
H 2.438 -5.156 -3.797
H 2.382 -6.119 -2.358
H 2.552 -2.984 -2.581
H 3.318 -4.144 -1.505
H 1.032 -2.683 -0.735
H 1.352 -4.358 -0.183

- lowest unoccupied orbital energy (eV) = -10.3
- ΔE to the lowest compared entry with this formula, charge and spin (eV) = 2.629
- calculated total energy (eV) = -62953.568
- charge = +4
- HOMO-LUMO gap (eV) = 10.18

[10]
# C17H23N5OPSZr

C17H23N5OPSZr as an isolated structure (wB97M-V/def2-TZVPD, the OMol25 dataset).

Atoms and positions in Å:
Zr 0.531 -0.996 0.160
O 0.035 -1.483 2.002
N -0.810 -2.464 2.386
C -1.263 -2.475 3.655
C -2.108 -3.477 4.051
C -2.477 -4.459 3.132
C -1.986 -4.421 1.837
C -1.127 -3.402 1.461
S -0.340 -3.279 -0.089
H -0.917 -1.670 4.287
H -2.474 -3.493 5.068
H -3.144 -5.257 3.431
H -2.252 -5.178 1.113
N 2.368 -1.801 -1.075
C 2.990 -0.742 -0.326
C 3.004 -0.857 1.077
C 3.411 0.234 1.845
C 3.803 1.417 1.229
C 3.790 1.517 -0.156
C 3.361 0.451 -0.941
H 2.530 -1.721 -2.076
H 2.649 -2.732 -0.774
H 2.814 -1.817 1.553
H 3.460 0.138 2.922
H 4.144 2.252 1.827
H 4.126 2.428 -0.636
H 3.374 0.523 -2.023
C -1.398 3.532 -1.144
N -0.298 2.694 -0.761
C 0.342 2.150 -1.950
N -0.567 1.319 -2.727
C -1.678 2.106 -3.181
N -2.365 2.741 -1.994
C -3.467 2.309 -1.538
P -1.645 0.179 -0.306
C -0.578 1.673 0.245
C -0.897 0.066 -2.056
H -1.029 4.344 -1.770
H -1.939 3.942 -0.293
H 1.205 1.556 -1.648
H 0.700 2.970 -2.573
H -2.412 1.529 -3.739
H -1.307 2.924 -3.798
H -4.055 1.602 -2.114
H -3.844 2.671 -0.587
H 0.414 1.418 0.702
H -1.099 2.122 1.091
H -1.601 -0.507 -2.662
H 0.025 -0.573 -2.136

- lowest unoccupied orbital energy (eV) = -10.2
- ΔE to the lowest compared entry with this formula, charge and spin (eV) = 0.000
- calculated total energy (eV) = -48877.825
- charge = +3
- HOMO-LUMO gap (eV) = 7.62

[11]
# C9H20FeN2O5P

C9H20FeN2O5P as an isolated structure at a distorted geometry (wB97M-V/def2-TZVPD, the OMol25 dataset).

Atoms and positions in Å:
C 4.105 -0.121 -1.010
C 2.686 0.386 -1.314
O 1.677 -0.619 -1.078
C 0.818 -0.356 -0.039
C -0.206 0.729 -0.532
C -1.087 0.208 -1.720
C -2.595 0.532 -1.517
O -2.765 1.921 -1.643
C -3.267 2.516 -0.446
O -0.032 -1.446 0.303
P -0.579 -1.541 1.945
N -2.139 -0.717 1.558
O 0.317 -0.137 2.316
C 1.343 0.105 1.362
N 2.605 -0.463 1.858
C 2.833 -1.633 1.541
O 3.130 -2.663 1.106
H 4.210 -1.172 -1.278
H 4.341 0.009 0.048
H 4.822 0.484 -1.572
H 2.662 0.577 -2.392
H 2.481 1.345 -0.834
H -0.824 1.077 0.296
H 0.309 1.619 -0.900
H -0.804 0.762 -2.618
H -0.905 -0.884 -1.948
H -3.118 0.058 -2.366
H -2.980 0.142 -0.568
H -4.220 2.048 -0.170
H -3.424 3.579 -0.629
H -2.561 2.431 0.389
H -1.087 -1.694 3.284
H -1.331 -2.801 1.512
H 0.422 -2.458 2.411
H -2.832 -1.086 2.200
H -2.048 0.260 1.837
H 1.560 1.173 1.280
Fe -1.526 -2.183 -0.623

- lowest unoccupied orbital energy (spin up / spin down) (eV) = -6.2 / -6.3
- expectation value of S² = 6.01
- calculated total energy (eV) = -66539.403
- charge = +1
- HOMO-LUMO gap (spin up / spin down) (eV) = 6.43 / 6.38
- multiplicity = 5

[12]
# C3H33NO16S

A 15-piece molecular cluster, C3H33NO16S overall at a distorted geometry (wB97M-V/def2-TZVPD, the OMol25 dataset).

Atoms and positions in Å:
O 1.006 -1.419 -0.937
C -0.023 -0.774 -0.583
O -0.980 -0.706 -1.390
C 0.095 0.095 0.706
C -1.217 -0.093 1.445
S -1.029 0.700 3.159
N 0.329 1.448 0.124
H 0.816 -0.218 1.393
H -2.078 0.208 0.875
H -1.414 -1.153 1.748
H 0.915 1.977 0.759
H -0.473 2.025 -0.054
H -2.321 -3.065 -0.036
H -1.299 -3.939 -0.673
O -1.845 -3.903 0.120
H 0.130 3.108 -2.956
H -0.502 4.030 -1.658
O -0.585 3.730 -2.640
H 2.775 -0.714 -3.146
H 1.261 -0.848 -2.656
O 1.879 -0.541 -3.392
H -3.965 0.076 0.307
H -3.673 1.019 -1.023
O -4.186 0.549 -0.440
H 0.772 -4.120 -1.335
H -0.074 -2.854 -1.904
O 0.014 -3.808 -1.896
H 2.228 2.222 2.544
H 0.609 2.046 3.119
O 1.257 2.599 2.564
H 2.990 0.011 2.746
H 3.235 0.906 1.449
O 3.041 0.920 2.377
H -1.460 3.018 1.911
H -0.046 3.455 1.840
O -0.852 3.478 1.314
H -1.874 0.672 -2.095
H -1.787 2.056 -2.412
O -2.383 1.404 -2.355
H -2.475 -2.151 -1.814
H -3.449 -0.901 -1.387
O -3.384 -1.774 -1.834
H 2.671 -0.847 -0.964
H 3.112 0.495 -0.352
O 3.455 -0.348 -0.653
H 1.465 -2.426 0.228
H 0.607 -3.058 1.178
O 1.514 -2.871 1.080
H 1.926 1.218 -2.733
H 1.564 1.784 -1.462
O 1.801 2.014 -2.438
H 1.548 -1.062 3.485
H 2.446 -1.802 2.338
O 2.354 -1.559 3.261

- lowest unoccupied orbital energy (eV) = 4.9
- ΔE to the lowest compared entry with this formula, charge and spin (eV) = 0.000
- calculated total energy (eV) = -48734.595
- charge = -2
- HOMO-LUMO gap (eV) = 6.65

- Number 4 is which compound?
  C12H16N2

- Which of these has the highest calculated total energy?
  C3H6FN

- Among the records above, which one has the lowest calculated total energy?
  C23H22FeO6S2

- Among the records above, which one has the highest calculated total energy?
  C3H6FN